The following is a quantum chemistry calculation of C5H4BrN in the gas phase at a distorted geometry, from the Open Molecules 2025 dataset.

Structure (XYZ):
```
11
Properties=species:S:1:pos:R:3
C -0.4741 -0.7688 -0.4577
C 0.6348 -1.1675 0.0020
C -1.3345 0.0017 -1.1065
C 1.4495 -1.6269 0.8982
C -0.4233 1.6987 -0.0812
N -1.0059 1.4087 -1.1601
Br 0.2018 3.4049 0.3838
H -2.3779 -0.1822 -1.5480
H 2.2672 -1.0814 1.3109
H 1.4959 -2.7326 0.9469
H -0.4337 1.0453 0.8118
```

Computed properties:
**Total charge**: 0
**Frontier orbital gap**: 8.68 eV
**E_tot**: -2821.54203 hartree
**SMILES**: C=C=C=C/N=C/Br
**HOMO energy**: -8.94 eV
**Energy relative to the best compared isomer or geometry (same formula, charge and spin)**: 44.9 kcal per mole


The following is a quantum chemistry calculation of C5H4ClNS in the gas phase at a distorted geometry, from the Open Molecules 2025 dataset.

Structure (XYZ):
```
12
Properties=species:S:1:pos:R:3
C -0.2594 -0.7230 1.7338
C -0.0705 -0.4057 0.2808
C -0.5989 0.0177 -1.7454
C 0.6144 0.8210 -1.4218
C 0.8337 0.6979 -0.0267
H 0.7226 -1.3448 2.1191
H -0.5542 0.1798 2.3847
H -0.9541 -1.6427 1.7883
H 0.7813 1.5786 -2.2650
N -0.9808 -0.6675 -0.5876
S -1.4292 -0.3220 -3.0815
Cl 1.8952 1.8107 0.8212
```

Computed properties:
**Total charge**: 0
**Frontier orbital gap**: 7.22 eV
**E_tot**: -1105.95729 hartree
**SMILES**: CC1=NC(=S)C=C1Cl
**HOMO energy**: -9.28 eV
**Energy relative to the best compared isomer or geometry (same formula, charge and spin)**: 54.1 kcal per mole


The following is a quantum chemistry calculation of C5H4F15KO17S5 as an isolated structure at a distorted geometry, from the Open Molecules 2025 dataset.

Structure (XYZ):
```
47
Properties=species:S:1:pos:R:3
K -3.0735 15.1972 25.3746
C -7.4788 18.3828 25.2410
F -8.5448 18.4327 24.4856
F -6.7934 19.5240 25.0345
F -7.7999 18.1385 26.5488
S -6.3927 16.9218 24.6169
O -5.3278 16.7111 25.6333
O -7.2884 15.7847 24.4767
O -5.8713 17.3244 23.3007
C -4.6958 13.9164 30.3851
F -4.4782 15.2450 30.5803
F -4.1208 13.3536 31.3964
F -6.0370 13.7168 30.3803
S -3.8116 13.4008 28.7310
O -2.4060 13.7318 28.9821
O -4.0866 11.9920 28.6829
O -4.4450 14.2404 27.6749
C -2.6121 20.5029 25.6497
F -1.9828 21.4405 25.1214
F -2.7158 20.8381 26.9667
F -3.7881 20.4481 25.0338
S -1.6197 18.8152 25.5256
O -0.3227 18.9730 26.0934
O -2.4114 17.7879 26.2253
O -1.5304 18.5215 24.0691
C 0.8222 15.0757 23.7861
F 1.3073 13.8648 23.4883
F 0.7388 15.8208 22.6470
F -0.4923 15.0241 24.1526
S 1.8806 16.0372 25.0726
O 1.9631 17.4799 24.6103
O 1.1002 15.9130 26.3308
O 3.2069 15.3642 25.0857
C -1.5914 14.7724 20.2917
F -0.8764 15.9300 20.4310
F -1.8544 14.4416 19.0155
F -0.9219 13.7449 20.9489
S -3.3383 15.1005 21.2855
O -4.1137 13.8500 21.3453
O -2.9401 15.5515 22.6064
O -4.1148 16.2083 20.6090
O -2.1456 12.4838 25.9229
H -1.5973 12.1333 26.6249
H -2.5820 11.7162 25.5532
O -4.5667 13.2655 23.8939
H -4.3931 13.4089 22.9636
H -4.2115 12.3949 24.0730
```

Computed properties:
**Total charge**: -4
**Frontier orbital gap**: 5.93 eV
**E_tot**: -5560.87835 hartree
**HOMO energy**: 1.50 eV
**Energy relative to the best compared isomer or geometry (same formula, charge and spin)**: 70.4 kcal per mole


The following is a quantum chemistry calculation of C5H4F2 in the gas phase at a distorted geometry, from the Open Molecules 2025 dataset.

Structure (XYZ):
```
11
Properties=species:S:1:pos:R:3
C -2.1322 1.9108 0.2520
C -1.4263 0.9465 0.1043
C 1.9244 -0.8115 0.2383
C 0.9597 -0.2675 -0.4508
C -0.4639 -0.4114 -0.1036
F -0.6590 -1.1042 1.0285
F -1.1727 -1.1268 -1.0606
H -2.7396 2.7396 0.4809
H 2.9563 -0.8285 -0.2549
H 1.6737 -1.0620 1.2722
H 1.0795 0.0151 -1.5063
```

Computed properties:
**Total charge**: 0
**Frontier orbital gap**: 11.58 eV
**E_tot**: -392.52786 hartree
**SMILES**: C#CC(F)(F)C=C
**HOMO energy**: -10.66 eV
**Energy relative to the best compared isomer or geometry (same formula, charge and spin)**: 54.4 kcal per mole


The following is a quantum chemistry calculation of a 2-piece molecular cluster, C5H4F2N3O2 overall at a distorted geometry, from the Open Molecules 2025 dataset.

Structure (XYZ):
```
16
Properties=species:S:1:pos:R:3
C -1.9657 -0.4904 0.9960
C -1.7984 0.0062 -1.1727
C 2.6413 0.7359 0.8719
C 0.2226 -0.9524 -0.0389
C 1.5372 0.7200 -0.3229
N -3.1456 -0.0388 0.5065
N -3.0305 0.2255 -0.8089
N -1.0914 -0.5298 -0.0476
O 2.5093 -0.0404 1.8078
O 3.4801 1.5899 0.6108
F 2.0166 0.2843 -1.5294
F 0.8856 1.8690 -0.4996
H -1.9395 -0.6700 2.0158
H -1.4279 -0.1048 -2.1841
H 0.6624 -1.2604 0.8227
H 0.4438 -1.3438 -1.0275
```

Computed properties:
**Total charge**: -1
**Frontier orbital gap**: 8.07 eV
**E_tot**: -707.39817 hartree
**HOMO energy**: -4.50 eV
**Energy relative to the best compared isomer or geometry (same formula, charge and spin)**: 0.0 kcal per mole


The following is a quantum chemistry calculation of a 2-piece molecular cluster, C5H4F2N3O2 overall at a distorted geometry, from the Open Molecules 2025 dataset.

Structure (XYZ):
```
16
Properties=species:S:1:pos:R:3
C 1.2911 0.7775 -0.8783
C 0.4769 1.4667 1.0089
C -3.3147 -0.3095 0.6606
C -0.0704 -0.7893 0.5418
C -3.5254 0.8866 -0.4172
N 1.6620 2.0634 -0.7561
N 1.1742 2.4741 0.5052
N 0.4913 0.4027 0.1602
O -3.2988 -1.4025 0.1378
O -3.4157 0.0686 1.8275
F -4.5159 1.7609 -0.1558
F -3.8173 0.5042 -1.6600
H 1.5037 0.0911 -1.8023
H -0.0724 1.4282 2.0326
H 0.2633 -1.7238 0.0633
H -1.1319 -0.7455 0.9474
```

Computed properties:
**Total charge**: -1
**Frontier orbital gap (alpha / beta)**: 8.83 / 6.61 eV
**E_tot**: -707.33396 hartree
**HOMO energy (alpha / beta)**: -5.34 / -4.06 eV
**Energy relative to the best compared isomer or geometry (same formula, charge and spin)**: 40.3 kcal per mole